# C3H9NO

An isolated molecule of C3H9NO at a distorted geometry (the ωB97M-V functional and the def2-TZVPD basis, the OMol25 dataset).

Computed properties:
**2S+1**: 1
**Energy relative to the best compared isomer or geometry (same formula, charge and spin)**: 43.5 kcal/mol
**SMILES**: CNCOC
**Lowest unoccupied orbital energy**: 1.135 eV
**Total charge**: 0
**Molecular weight**: 75.1 g/mol

Atoms and positions in Å:
C1 -1.0518 1.7612 1.0669
C2 -0.5550 0.0363 -0.4841
H1 0.7317 -2.6392 -0.1994
N1 0.7265 -0.4707 0.0881
H2 1.3864 0.2167 -0.2700
O1 -0.6047 1.3913 -0.2383
H3 2.2649 -1.7960 -0.2608
H4 -0.4884 -0.2124 -1.5483
H5 -1.2427 2.8272 0.9790
H6 -1.4483 -0.4899 -0.1344
H7 -1.9476 1.1577 1.2548
H8 -0.3459 1.5689 1.8727
H9 1.3830 -1.6345 -1.6065
C3 1.1920 -1.7166 -0.5195


# C29H37BFeN6O5S2SbSe4

A structure of composition C29H37BFeN6O5S2SbSe4 at a distorted geometry (the ωB97M-V functional and the def2-TZVPD basis, the OMol25 dataset).

Computed properties:
**2S+1**: 6
**Energy relative to the best compared isomer or geometry (same formula, charge and spin)**: 0.0 kcal/mol
**Lowest unoccupied orbital energy (spin up / spin down)**: 0.985 / 0.435 eV
**Total charge**: -2
**Expectation value of S²**: 8.8002
**Molecular weight**: 1118.0 g/mol

Atoms and positions in Å:
B1 -17.2469 -7.4645 9.2046
N1 -23.6543 -3.9803 14.8434
C1 -11.0214 -5.5099 8.9454
H1 -19.7257 -3.0018 4.7569
H2 -20.1765 -3.8377 11.1242
C2 -23.1780 -1.7163 6.8132
H3 -20.4491 -0.9689 5.7314
N2 -22.3875 -3.9438 15.0262
O1 -16.7452 -7.1289 10.4684
N3 -23.5731 -2.8799 6.0775
S1 -23.8633 -5.5427 6.4351
C3 -19.6139 -1.4456 6.2424
C4 -13.7910 -6.9774 8.4424
H4 -22.2145 -10.0405 2.8752
C5 -14.4178 -7.1441 11.2043
C6 -24.1048 2.0016 7.1435
H5 -25.2097 -0.9395 4.9541
O2 -22.2928 -1.8242 7.6733
H6 -23.2834 -8.9222 0.7181
C7 -11.2923 -7.0414 8.9542
H7 -21.0103 -3.6032 7.4768
H8 -11.2321 -5.0163 9.9278
C8 -24.6900 -0.1786 5.5075
H9 -21.4008 -6.9303 1.3236
H10 -14.6322 -7.2224 12.2799
H11 -21.4814 -3.7614 4.6459
C9 -25.2325 1.0909 5.2283
C10 -22.2143 -8.8399 0.7019
S2 -20.4553 -7.1074 3.9547
C11 -15.4056 -6.9674 10.3073
H12 -18.6746 -0.9519 5.9593
C12 -12.7537 -7.2183 9.3923
O3 -16.1657 -7.3172 8.1930
H13 -21.7673 -9.8009 0.9244
C13 -21.2415 -3.9062 12.8833
H14 -9.9053 -7.5066 7.3155
C14 -23.4863 0.7691 7.3346
N4 -21.6809 -9.3178 3.3365
Sb1 -24.6270 -13.6048 4.6320
Fe1 -21.8031 -6.3599 5.5310
H15 -19.8053 -1.3359 7.3119
H16 -11.4635 -6.9300 6.6825
C15 -21.1165 -1.9575 14.3178
Se1 -18.2280 -9.7578 9.8683
C16 -20.5676 -3.9360 6.5268
Se2 -22.5358 -13.2573 3.0002
C17 -19.6143 -2.9252 5.8523
H17 -11.2903 -8.5561 7.4172
C18 -24.9485 2.1977 6.0109
H18 -20.4363 -0.1623 13.4438
H19 -20.0668 -4.9025 6.7724
H20 -21.2676 -1.5637 15.3025
C19 -13.0770 -7.4163 10.7360
C20 -23.0042 -4.1624 6.0700
C21 -10.9926 -7.5174 7.4970
C22 -21.6341 -3.2393 14.0113
H21 -22.7646 0.7041 8.1709
C23 -15.1128 -6.9613 8.9262
Se3 -22.7426 -11.8718 5.1756
C24 -20.5269 -1.2616 13.2933
C25 -23.7460 -0.3323 6.4640
C26 -20.4379 -3.2331 11.9832
O4 -24.2244 -4.4123 13.8246
H22 -19.4477 -1.3359 11.3713
N5 -21.6721 -7.8622 1.6368
H23 -9.3263 -7.7858 9.5395
H24 -23.9832 2.8214 7.8433
H25 -9.8934 -5.3415 8.8158
Se4 -16.1326 -10.5394 9.6859
H26 -13.6421 -6.7758 7.3959
C27 -10.3663 -7.7564 9.9132
H27 -21.8650 -8.6517 -0.3213
C28 -20.0365 -1.9244 12.1220
H28 -10.6795 -8.8114 10.1523
H29 -25.9445 1.1278 4.3878
H30 -25.3118 3.2150 5.6634
H31 -10.2814 -7.2077 10.8849
H32 -21.4467 -9.5283 4.3173
H33 -18.6143 -3.4016 6.0681
N6 -21.7007 -4.2908 5.5463
H34 -24.5066 -2.7559 5.5872
H35 -21.5761 -4.9329 12.7816
C29 -21.2997 -8.1646 2.8681
H36 -11.6251 -5.0504 8.1072
H37 -12.4243 -7.7943 11.5068
O5 -18.4815 -7.8286 8.9166


# C20H23N5O4S2

An isolated molecule of C20H23N5O4S2 at a distorted geometry (the ωB97M-V functional and the def2-TZVPD basis, the OMol25 dataset).

Computed properties:
**2S+1**: 1
**Energy relative to the best compared isomer or geometry (same formula, charge and spin)**: 11.1 kcal/mol
**SMILES**: COc1cccc(N2C[C@@H](C(=O)Nc3nnc(SCC(=O)N4CCCC4)s3)CC2=O)c1
**Lowest unoccupied orbital energy**: 0.276 eV
**Total charge**: 0
**Molecular weight**: 461.6 g/mol

Atoms and positions in Å:
H1 0.7622 -3.0164 1.9913
C1 -2.0879 2.2331 2.0724
H2 -2.5500 0.8686 -2.4041
H3 2.5026 -5.3884 1.1893
C2 1.8208 -4.5751 0.9374
C3 4.2840 -1.6803 -1.1938
C4 3.4275 0.8167 -0.9835
C5 -3.5548 0.1639 -0.6300
H4 -0.9639 0.9430 -0.7492
H5 5.0998 -2.3351 -1.5005
H6 1.4874 -4.2177 3.0748
H7 2.7982 -1.8481 2.5828
C6 -3.1438 1.2818 1.5393
C7 -3.3010 0.2117 -1.9982
H8 -5.8004 -2.7493 1.3399
C8 -0.2153 3.4261 0.8729
C9 -5.0196 -1.4255 -2.3893
H9 -1.8634 2.4852 -0.8364
C10 1.6248 -3.6653 2.1480
N1 -2.8109 0.9602 0.2548
N2 1.0266 3.3680 0.2689
C11 -6.6265 -2.3733 0.7282
S1 3.3928 2.5654 -0.8011
C12 4.0722 -1.7552 0.3202
O1 -4.1076 0.8970 2.1595
H10 -6.9357 -1.3932 1.1028
O2 -0.6682 4.5059 1.1617
H11 -0.2003 1.3623 1.4246
C13 -1.6066 1.6308 -0.1966
H12 3.7180 -3.3605 2.6740
C14 2.4739 -3.6410 -0.0817
C15 -4.5459 -0.6882 -0.1452
H13 -7.4645 -3.0661 0.7887
N3 3.2432 -2.7217 0.7354
N4 2.3445 0.2319 -0.5982
H14 1.7081 -3.0934 -0.6451
C16 -5.2847 -1.4731 -1.0195
C17 -0.9235 2.1119 1.0975
H15 3.3799 -1.9101 -1.7527
H16 -3.8311 -0.5433 -3.9209
O3 4.6373 -0.9972 1.0832
H17 0.8900 -4.9999 0.5680
H18 1.4605 4.2766 0.1441
C18 1.7676 2.3011 -0.1457
H19 -4.7357 -0.7112 0.9125
O4 -6.2771 -2.3194 -0.6356
H20 -1.8296 1.9871 3.1005
S2 4.8022 0.0046 -1.6231
C19 2.9082 -2.8428 2.1472
C20 -4.0341 -0.5865 -2.8612
H21 -2.4923 3.2490 2.0592
H22 -5.5998 -2.0461 -3.0526
N5 1.4206 1.0610 -0.1302
H23 3.1165 -4.1781 -0.7840


# CH4N2O

A cluster of 2 separate species, CH4N2O in total at a distorted geometry (the ωB97M-V functional and the def2-TZVPD basis, the OMol25 dataset).

Computed properties:
**2S+1**: 1
**Energy relative to the best compared isomer or geometry (same formula, charge and spin)**: 157.6 kcal/mol
**Lowest unoccupied orbital energy (spin up / spin down)**: -1.140 / 0.491 eV
**Total charge**: 0
**Molecular weight**: 60.1 g/mol

Atoms and positions in Å:
N1 0.3902 -1.7226 0.6405
N2 0.0942 -1.0961 -0.3300
H1 0.3693 1.7951 0.6414
H2 -1.4154 1.4018 0.3820
H3 0.4248 -1.3272 -1.2787
H4 -0.3755 1.9514 -1.0460
O1 0.9832 -2.7108 1.0020
C1 -0.4708 1.7085 -0.0112


# C5H10N

The ion C5H10N with charge +1 at a distorted geometry (the ωB97M-V functional and the def2-TZVPD basis, the OMol25 dataset).

Computed properties:
**2S+1**: 1
**Energy relative to the best compared isomer or geometry (same formula, charge and spin)**: 35.8 kcal/mol
**SMILES**: C=[NH+]C(=C)CC
**Lowest unoccupied orbital energy**: -5.632 eV
**Total charge**: +1
**Molecular weight**: 84.1 g/mol

Atoms and positions in Å:
H1 2.0983 -0.2111 -0.0719
H2 -1.1274 -1.9071 -0.5159
N1 -1.0627 0.1314 -0.8186
H3 -2.1908 -1.1831 -1.8942
H4 1.7988 -1.3851 2.1647
C1 1.0917 -0.4804 0.2618
C2 -1.4653 -1.0564 -1.0954
H5 0.9497 -1.4728 -0.1864
H6 0.6911 -0.0145 2.4241
H7 -1.6137 0.9539 -1.0322
H8 -0.5173 2.5644 -0.3934
C3 0.1291 0.5898 -0.1311
H9 1.3074 2.3971 0.0251
C4 0.9096 -0.8351 1.7356
H10 0.0196 -1.4676 1.8748
C5 0.3478 1.8966 -0.2091


# C3H9NO2

A structure of composition C3H9NO2 at a distorted geometry (the ωB97M-V functional and the def2-TZVPD basis, the OMol25 dataset).

Computed properties:
**2S+1**: 1
**Energy relative to the best compared isomer or geometry (same formula, charge and spin)**: 146.9 kcal/mol
**Lowest unoccupied orbital energy (spin up / spin down)**: -0.799 / -0.800 eV
**Total charge**: 0
**Molecular weight**: 91.1 g/mol

Atoms and positions in Å:
H1 -2.8001 -1.4454 0.0834
N1 -1.1556 -0.3980 -0.2274
H2 -0.9649 2.4242 -0.9868
C1 1.6069 -1.3497 -0.1266
O1 -0.4076 1.1394 0.5230
H3 -1.9992 -0.7390 1.6345
H4 0.5237 1.5017 -1.3013
C2 -0.0630 2.0091 -0.5279
H5 2.2817 -2.1064 0.2876
H6 0.4640 0.2470 0.8263
H7 2.2074 -0.5534 -0.5864
O2 0.7694 -0.8763 0.8902
C3 -2.0103 -0.8587 0.5537
H8 0.5329 2.8321 -0.1196
H9 1.0145 -1.8266 -0.9224